DFT (wB97M-V/def2-TZVPD) results for a structure of composition C48H28F9N4O5STc in a non-equilibrium geometry.

```
96
Properties=species:S:1:pos:R:3:forces:R:3
Tc -0.775 0.029 -0.674 2.2205 0.6333 0.9206
C 1.723 6.730 2.243 0.0648 -0.0025 0.0010
C 0.339 6.667 2.207 0.0005 0.0301 0.0446
C -0.298 5.549 1.686 -0.1166 0.0272 -0.0730
C 0.449 4.494 1.172 0.1774 0.0855 0.0268
C 1.845 4.570 1.202 -0.1348 0.0104 -0.0443
C 2.476 5.675 1.746 -0.0105 0.0492 -0.0301
C -0.106 3.251 0.583 -0.0017 -0.2532 -0.1968
C 0.218 2.988 -0.740 -0.1330 0.1488 0.1682
C 0.794 3.914 -1.664 0.0000 -0.0489 -0.0838
C 0.902 3.273 -2.862 -0.0315 0.1436 -0.0598
C 0.430 1.939 -2.658 -0.1890 -0.0826 0.0963
N -0.013 1.801 -1.393 0.0964 0.0661 -0.2518
C 0.574 0.810 -3.531 0.1807 -0.2780 0.8519
C 1.087 -0.358 -2.939 -0.0730 0.6895 -0.5075
C 1.902 -1.339 -3.589 0.0893 -0.4474 0.0974
C 2.166 -2.309 -2.675 0.0370 0.2207 -0.2823
C 1.437 -1.969 -1.484 -0.2536 -0.2315 0.1868
C 1.087 -2.902 -0.509 0.0534 0.1015 -0.1451
C 1.775 -4.225 -0.540 0.0765 -0.1036 0.0008
C 2.980 -4.408 0.132 -0.0142 0.0605 0.0028
C 3.635 -5.629 0.075 0.0316 -0.0373 -0.0291
C 3.098 -6.676 -0.660 0.0078 -0.0041 0.0105
C 1.890 -6.504 -1.321 0.0044 -0.0277 -0.0259
C 1.230 -5.286 -1.258 -0.0534 0.0234 -0.0125
C 0.035 -2.736 0.390 -0.1337 0.0456 -0.0273
N -0.717 -1.605 0.484 0.0007 -0.1622 0.2768
C -1.653 -1.804 1.452 -0.0068 0.0930 0.1635
C -2.381 -0.776 2.049 0.2797 -0.0035 -0.1513
C -3.604 -1.151 2.799 -0.0241 -0.0858 0.0528
C -4.656 -1.672 2.041 0.0285 0.0292 0.1001
C -5.843 -2.025 2.662 -0.0046 -0.0214 0.0151
C -5.982 -1.888 4.037 -0.0427 -0.0323 -0.0181
C -4.929 -1.397 4.793 -0.0017 0.0295 0.0438
C -3.744 -1.021 4.176 0.0767 -0.0051 -0.0094
C -1.969 0.564 1.972 -0.1405 -0.1506 0.2058
C -2.350 1.610 2.861 -0.0442 0.0760 -0.0567
C -1.606 2.704 2.528 0.1526 -0.1081 -0.0080
C -0.842 2.356 1.375 -0.0653 0.2199 0.0315
N -1.045 1.042 1.075 -0.2269 0.0009 -0.4709
C -1.545 -3.149 1.939 0.0300 -0.0518 -0.0494
C -0.475 -3.709 1.315 -0.0354 -0.0358 0.0402
N 0.897 -0.717 -1.629 -0.6398 -0.0689 0.5716
C 0.058 0.827 -4.898 -0.0003 0.0813 -0.5597
C -0.252 -0.378 -5.547 0.0429 0.0526 0.1530
C -0.950 -0.392 -6.741 0.0178 -0.0104 -0.1791
C -1.355 0.792 -7.338 0.0692 0.0442 0.0139
C -1.055 1.997 -6.716 0.0066 -0.0233 -0.0662
C -0.375 2.014 -5.514 0.1557 -0.0717 0.1163
H 2.218 7.600 2.657 -0.0167 0.0045 0.0159
H -0.248 7.495 2.585 -0.0308 -0.0217 0.0002
H -1.380 5.517 1.654 -0.0026 -0.0362 -0.0406
H 2.407 3.732 0.810 0.0347 -0.0233 0.0788
H 3.557 5.707 1.785 0.0009 0.0024 -0.0069
H 1.057 4.932 -1.431 0.1202 -0.0213 -0.0070
H 1.351 3.652 -3.765 -0.0329 0.0087 -0.0170
H 2.264 -1.272 -4.603 -0.0099 0.0127 0.0090
H 2.751 -3.204 -2.812 0.0481 0.0201 0.0365
H 3.396 -3.588 0.700 0.0146 0.0266 0.0024
H 4.572 -5.760 0.600 0.0008 0.0136 0.0021
H 3.620 -7.623 -0.721 -0.0111 -0.0093 0.0276
H 1.464 -7.318 -1.893 -0.0117 0.0048 0.0029
H 0.289 -5.145 -1.776 -0.0067 0.0136 0.0020
H -4.526 -1.784 0.970 0.0047 0.0092 -0.0305
H -6.661 -2.413 2.068 -0.0004 -0.0077 0.0036
H -6.909 -2.175 4.519 0.0040 0.0074 0.0077
H -5.029 -1.309 5.868 0.0142 0.0125 -0.0021
H -2.912 -0.649 4.762 -0.0099 0.0082 0.0121
H -3.067 1.530 3.660 -0.0014 -0.0364 -0.0143
H -1.591 3.664 3.014 -0.0003 -0.0189 0.0408
H -2.155 -3.575 2.719 -0.0279 -0.0135 -0.0194
H -0.060 -4.691 1.472 0.0213 0.0057 0.0090
H -0.006 -1.317 -5.072 -0.1064 0.0149 0.0046
H -1.208 -1.338 -7.198 0.0206 -0.0206 0.0319
H -1.915 0.780 -8.263 -0.0096 -0.0210 0.0038
H -1.377 2.932 -7.157 -0.0113 -0.0032 0.0073
H -0.210 2.962 -5.029 -0.0257 0.0272 0.0278
O -3.848 -0.319 -2.881 0.1567 0.1853 0.0692
S -2.999 -0.756 -1.811 -1.9736 -1.0557 -0.6880
O -3.426 -1.958 -1.129 -0.0240 0.0501 -0.0306
O -1.557 -0.928 -2.289 -0.0175 0.3478 -0.1895
O -2.779 0.353 -0.772 0.3284 -0.0559 -0.1515
F 3.040 -1.777 2.213 -0.0431 0.1012 -0.0968
C 3.519 -0.581 1.788 0.2510 -0.0561 -0.2158
F 4.792 -0.527 2.252 -0.1702 0.0273 -0.0266
F 3.615 -0.665 0.456 -0.0402 0.0125 0.1338
C 2.589 0.671 2.188 0.2468 -0.0140 0.2855
O 1.932 1.153 1.172 -0.0331 -0.1166 0.3384
C 1.680 0.173 3.387 -0.0201 -0.0715 0.0854
F 0.805 -0.766 3.002 -0.0764 0.0915 -0.1313
F 0.956 1.179 3.908 -0.0059 -0.0663 -0.1104
F 2.384 -0.362 4.419 -0.0715 0.0693 -0.1369
C 3.548 1.767 2.826 0.1312 0.0375 0.0306
F 4.299 1.377 3.884 -0.1218 0.0705 -0.1436
F 4.407 2.223 1.890 -0.1034 -0.0399 0.0648
F 2.843 2.829 3.257 0.0947 -0.0902 -0.1289
```
Forces are in eV/Å.

Computed properties:
total energy: -3819.13743 hartree
HOMO-LUMO gap (alpha / beta): 5.6 / 5.2 eV
charge: -1
2S+1: 2
lowest unoccupied orbital energy (alpha / beta): 0.0244 / 0.0165 Eh
⟨S²⟩: 0.9770



DFT (wB97M-V/def2-TZVPD) results for a structure of composition C48H29AsF4GeN4O3PPbS5.

```
97
Properties=species:S:1:pos:R:3:forces:R:3
Pb 0.467 -4.466 0.888 0.0174 0.0461 -0.0301
O -0.360 -3.459 -2.863 -0.0091 -0.0083 0.0327
S 0.914 -2.876 -2.587 0.0465 -0.0015 -0.0320
O 2.013 -3.749 -2.285 0.0017 0.0185 -0.0143
O 0.757 -1.839 -1.410 -0.0426 -0.0227 -0.0334
C 1.384 -1.734 -3.835 -0.0044 0.0110 -0.0057
C 1.540 -2.082 -5.170 -0.0025 -0.0004 -0.0004
C 1.910 -1.088 -6.057 0.0035 0.0020 0.0006
C 2.112 0.215 -5.601 0.0020 0.0024 -0.0024
C 1.949 0.535 -4.265 -0.0012 -0.0120 0.0000
C 1.573 -0.454 -3.357 -0.0019 -0.0159 -0.0179
P 1.366 -0.229 -1.524 0.0458 0.0569 0.0403
C -0.158 0.773 -1.624 -0.0184 0.0271 0.0408
C -1.259 0.312 -2.348 0.0100 0.0088 -0.0057
C -2.390 1.097 -2.490 -0.0112 -0.0220 -0.0085
C -2.420 2.365 -1.927 -0.0098 -0.0501 0.0070
C -1.335 2.824 -1.198 -0.0271 0.0259 -0.0012
C -0.198 2.042 -1.019 -0.0010 0.0042 -0.0057
C 3.475 2.291 -0.229 -0.0156 0.0081 -0.0163
C 3.569 2.073 1.143 -0.0113 0.0015 0.0060
C 4.688 1.459 1.689 0.0003 -0.0006 -0.0043
C 5.740 1.070 0.873 0.0027 0.0011 -0.0029
C 5.667 1.302 -0.494 0.0038 0.0012 0.0084
C 4.542 1.906 -1.036 -0.0126 -0.0178 -0.0067
H 1.362 -3.098 -5.499 -0.0020 0.0011 0.0000
H 2.032 -1.319 -7.107 0.0003 0.0001 0.0019
H 2.388 0.990 -6.306 -0.0019 -0.0021 0.0010
H 2.089 1.557 -3.932 -0.0014 0.0081 0.0033
H -1.243 -0.681 -2.784 0.0049 0.0056 -0.0015
H -3.251 0.731 -3.033 0.0083 0.0010 -0.0166
H -3.310 2.970 -2.041 -0.0046 0.0227 -0.0062
H -1.377 3.800 -0.732 -0.0069 -0.0042 -0.0066
H 1.180 1.635 0.480 0.0208 0.0080 -0.0039
H 2.754 2.364 1.796 -0.0126 -0.0077 -0.0037
H 4.723 1.260 2.753 -0.0011 0.0013 -0.0007
H 6.602 0.571 1.298 0.0009 0.0018 -0.0034
H 6.475 0.989 -1.144 0.0008 -0.0001 0.0026
H 4.473 2.050 -2.110 -0.0012 -0.0011 0.0069
S -1.415 -4.868 4.018 0.0499 0.0191 -0.0127
As -1.260 -2.642 3.901 -0.1163 0.0117 -0.0156
S -1.002 -2.338 1.668 -0.0571 0.0208 0.0220
S 0.487 -5.340 3.369 -0.0165 -0.0235 0.0311
S -3.061 -1.819 4.553 0.0708 -0.0311 -0.0233
C -2.032 2.668 3.854 -0.0108 -0.0136 -0.0039
C -2.546 1.948 2.779 -0.0172 0.0261 0.0570
C -1.759 0.986 2.166 0.0027 -0.0256 0.0414
C -0.465 0.697 2.619 -0.0907 -0.0369 -0.0652
C 0.030 1.432 3.695 0.0581 0.0572 -0.0082
C -0.745 2.413 4.307 0.0085 -0.0136 0.0012
Ge 0.583 -0.558 1.488 0.1025 -0.0620 0.0367
C 2.003 -1.333 2.673 0.0326 0.0068 -0.0368
C 3.057 -1.948 1.990 -0.0063 -0.0084 0.0632
C 4.101 -2.568 2.667 -0.0078 0.0062 -0.0040
C 4.119 -2.570 4.055 -0.0025 0.0030 -0.0002
C 3.089 -1.954 4.754 0.0084 0.0062 -0.0074
C 2.046 -1.345 4.069 -0.0289 -0.0128 0.0078
C 0.931 2.521 -0.119 0.0198 -0.0056 -0.0407
C 2.238 2.913 -0.861 -0.0076 -0.0299 0.0113
C 2.442 4.404 -0.992 -0.0052 0.0121 0.0097
C 1.834 5.273 -0.189 0.0041 0.0039 -0.0001
C 0.885 4.822 0.831 0.0015 -0.0010 -0.0047
C 0.457 3.562 0.857 0.0065 0.0079 0.0284
H -2.643 3.419 4.339 0.0070 0.0052 0.0015
H -3.558 2.126 2.433 0.0076 -0.0016 -0.0369
H -2.171 0.439 1.322 0.0005 -0.0007 0.0102
H 1.037 1.250 4.059 -0.0378 0.0279 -0.0085
H -0.343 2.972 5.145 -0.0037 0.0061 -0.0021
H 3.065 -1.934 0.903 0.0079 0.0034 -0.0088
H 4.900 -3.045 2.110 0.0015 0.0036 0.0063
H 4.928 -3.052 4.590 -0.0059 -0.0063 -0.0021
H 3.093 -1.958 5.838 0.0000 -0.0064 0.0019
H 1.244 -0.882 4.635 0.0241 -0.0266 -0.0039
H 2.177 2.505 -1.874 -0.0017 -0.0100 -0.0138
H 3.146 4.742 -1.745 0.0016 -0.0058 0.0000
H 2.033 6.334 -0.286 0.0011 -0.0015 0.0008
H 0.509 5.540 1.550 -0.0019 -0.0003 0.0009
H -0.279 3.241 1.586 0.0187 0.0152 -0.0160
F -4.050 -3.263 1.406 0.0406 0.0076 -0.0139
C -4.302 -2.620 0.250 -0.0308 -0.0049 -0.0160
C -4.709 -1.303 0.322 -0.0056 -0.0384 0.0094
F -4.756 -0.739 1.542 -0.0018 -0.0012 0.0298
C -5.084 -0.553 -0.801 -0.0456 0.1021 0.0065
C -4.979 -1.270 -1.999 0.0459 -0.0138 -0.0171
C -4.497 -2.561 -2.076 0.0105 0.0118 -0.0185
F -4.373 -3.111 -3.297 -0.0125 0.0079 0.0112
C -4.142 -3.301 -0.954 0.0203 -0.0328 0.0287
C -3.591 -4.668 -1.034 -0.0214 0.0970 0.0918
C -2.539 -5.014 -0.232 0.1060 -0.1172 -0.1940
N -1.636 -5.312 0.457 -0.1381 0.0314 0.1374
C -4.059 -5.630 -1.957 0.0037 -0.0081 0.0032
N -4.451 -6.431 -2.693 -0.0023 -0.0129 -0.0039
F -5.342 -0.683 -3.160 0.0227 -0.0055 -0.0156
C -5.538 0.825 -0.729 0.0275 -0.1350 0.0113
C -5.898 1.452 0.483 0.0051 0.0375 -0.0004
N -6.215 2.018 1.444 0.0303 0.0090 -0.0033
C -5.664 1.643 -1.869 -0.0809 0.0372 -0.0114
N -5.765 2.363 -2.773 0.0397 0.0112 0.0268
```
Forces are in eV/Å.

Computed properties:
total energy: -9528.70921 hartree
HOMO-LUMO gap (alpha / beta): 5.5 / 3.8 eV
charge: -2
2S+1: 2
lowest unoccupied orbital energy (alpha / beta): 0.1298 / 0.0664 Eh
⟨S²⟩: 0.7619
relative energy (zero: lowest compared OMol25 entry of this formula, charge and spin): 68.4 kJ/mol